DFT (wB97M-V/def2-TZVPD) results for C62H141HgN8O13 as an isolated structure at a distorted geometry.

Properties
Frontier orbital gap (eV): 7.82
Spin multiplicity: 1
E_LUMO (eV): -1.698
Total charge: +1
E_HOMO (eV): -9.52

```
225
Properties=species:S:1:pos:R:3:forces:R:3
C -10.451 -22.429 -13.836 0.173 0.838 -0.929
C -11.236 -16.344 -9.385 -0.458 -0.662 -0.805
C -13.842 -27.319 -5.121 0.885 0.137 0.352
H -21.402 -20.348 -4.946 0.162 0.247 -0.389
H -15.218 -15.743 -5.355 0.063 0.197 0.206
O -21.055 -21.617 -6.597 -0.584 0.208 -1.489
H -11.016 -25.240 -5.176 0.112 -0.173 -0.991
H -9.585 -14.345 -5.421 0.444 -0.173 0.761
H -16.046 -26.502 -4.465 0.730 0.715 -0.410
H -16.098 -25.585 -5.915 -0.213 0.228 -1.325
H -11.545 -25.200 -9.013 0.151 -0.135 0.247
H -14.309 -15.150 -8.158 0.170 -0.145 -0.399
C -17.027 -21.981 -5.568 -0.014 0.386 1.052
H -12.849 -21.832 -10.408 0.291 0.340 -0.376
H -16.390 -19.516 -1.967 0.065 1.123 0.221
H -12.408 -13.409 -6.250 0.001 0.105 0.433
H -11.973 -21.609 -5.717 -0.219 0.162 0.261
C -20.302 -16.659 -7.682 0.448 -1.865 -0.024
H -11.351 -22.946 -3.492 -0.744 -0.711 -0.603
H -11.670 -20.327 -12.816 -0.394 -0.348 -0.257
C -12.073 -20.863 -4.905 -0.176 -0.325 -0.421
C -20.028 -23.278 -9.060 -0.020 0.928 -0.137
C -10.220 -15.262 -9.294 0.353 1.104 -1.403
H -11.088 -19.400 -10.712 0.391 0.042 0.201
C -12.443 -25.149 -8.394 0.215 0.318 -0.536
H -18.686 -19.624 -10.518 -0.540 -0.051 0.110
H -14.909 -20.437 -2.342 -0.052 -0.028 -0.276
H -12.739 -24.075 -8.360 -0.157 -0.955 -0.443
H -9.859 -23.316 -13.821 0.737 -0.437 -0.531
C -11.538 -13.391 -6.893 0.538 -0.460 -1.287
C -11.568 -23.747 -12.152 0.748 -0.166 0.670
H -18.694 -18.787 -7.999 -0.446 -0.045 -0.129
H -20.151 -25.645 -8.284 0.249 0.389 0.314
H -18.795 -14.512 -7.801 0.325 0.344 0.162
C -16.710 -18.125 -7.885 0.314 0.997 0.534
H -13.605 -16.175 -3.728 0.138 -0.049 -0.367
C -10.900 -14.819 -6.915 -0.996 -0.522 0.617
H -12.457 -25.600 -3.756 1.033 -0.955 0.674
C -13.100 -17.565 -8.450 -0.966 0.174 1.533
H -10.768 -22.189 -8.082 0.734 0.373 -0.428
H -15.152 -21.785 -4.584 -0.044 -0.017 0.443
H -18.044 -27.871 -9.031 -0.922 1.198 -0.043
C -11.024 -22.014 -3.096 -0.082 0.919 1.079
H -12.100 -24.211 -13.002 -0.008 0.481 0.318
H -19.075 -29.139 -7.546 -0.046 -0.215 -0.122
C -18.779 -16.644 -7.599 0.367 1.026 0.123
N -18.467 -22.147 -5.418 -0.799 -0.004 -1.033
H -15.909 -24.791 -12.403 -0.227 -0.356 -0.215
H -9.315 -20.094 -8.763 1.003 -0.395 -0.176
C -12.441 -27.715 -5.536 -0.346 -0.303 -1.078
H -16.174 -17.414 -3.923 0.626 -0.695 0.897
H -22.266 -21.251 -8.296 0.278 -0.434 -0.887
H -18.708 -25.633 -7.218 0.241 -0.608 -0.405
H -13.413 -19.164 -2.993 0.392 1.060 -0.653
C -19.240 -20.993 -4.965 -1.307 0.570 -0.790
H -22.060 -19.926 -7.149 0.183 1.295 -0.340
H -14.064 -15.243 -1.425 -0.004 0.002 0.206
H -8.197 -22.296 -11.681 -0.434 -0.883 0.008
H -15.474 -18.257 -6.093 -0.165 0.075 -0.044
H -16.373 -22.616 -3.520 0.159 -0.214 -0.483
H -9.308 -15.544 -9.807 0.055 -0.217 -0.674
H -15.461 -16.204 -0.697 0.557 0.898 -1.182
O -12.919 -15.958 -6.165 0.989 0.007 -0.077
H -19.013 -23.390 -11.793 0.394 -0.105 -0.139
C -18.070 -29.184 -7.123 1.321 -0.165 0.051
H -15.185 -25.370 -8.844 -0.236 -0.473 0.080
H -21.093 -23.367 -8.761 0.555 0.096 0.079
H -18.598 -15.286 -9.342 -0.582 -0.278 -0.540
C -14.068 -25.794 -5.096 0.011 -0.961 0.666
C -10.453 -22.510 -9.096 1.009 1.284 -0.585
H -12.906 -19.423 -6.260 0.537 0.436 0.966
H -16.434 -26.692 -11.080 -0.105 -1.127 -0.395
H -16.720 -14.711 -5.470 0.543 -0.285 0.022
H -14.149 -18.430 -4.414 0.419 0.127 0.048
N -11.869 -15.929 -7.160 -0.243 -0.219 0.089
H -18.829 -26.167 -3.559 0.591 -0.362 0.834
C -17.047 -28.227 -9.014 0.940 -1.421 0.791
H -15.554 -15.449 -2.407 0.183 0.092 0.674
H -16.440 -21.215 -1.697 0.988 0.557 -0.297
H -17.075 -20.148 -10.309 -0.461 -0.459 -0.547
C -13.982 -21.135 -7.863 1.154 -0.744 0.498
H -14.504 -21.744 -9.851 -0.825 0.528 1.177
C -15.907 -27.306 -8.593 -0.609 1.690 0.174
H -16.841 -28.629 -9.996 0.070 -0.093 -0.340
H -13.120 -14.164 -8.996 -0.061 -0.215 -0.130
H -21.157 -22.023 -4.594 0.077 0.020 -0.187
H -11.530 -20.159 -9.152 -0.509 0.554 0.091
H -17.123 -18.887 -6.011 -0.179 -0.704 0.772
H -10.016 -22.215 -2.763 0.435 0.323 0.035
H -19.105 -20.875 -3.889 -0.332 0.286 0.099
H -14.060 -27.797 -4.144 -0.289 0.554 -0.489
N -18.456 -16.696 -6.177 0.077 0.085 1.248
H -16.545 -22.759 -6.196 -0.391 0.161 0.505
H -20.968 -24.165 -6.093 0.158 0.340 -0.086
C -16.151 -15.567 -5.879 -1.077 -0.012 0.280
H -23.092 -21.213 -6.744 -0.342 -0.310 -0.067
H -15.892 -15.295 -6.891 -0.001 -0.263 -0.322
H -11.663 -16.479 -10.397 0.569 0.128 0.105
Hg -17.162 -23.674 -8.605 1.446 0.231 0.130
H -14.246 -21.337 -6.804 0.197 0.101 -0.533
H -16.945 -21.037 -6.108 0.372 0.024 -0.153
C -18.315 -15.340 -8.306 0.450 -0.535 0.328
H -9.528 -23.120 -9.075 -0.688 0.240 0.237
H -12.906 -21.627 -13.070 -0.642 0.340 0.033
H -12.521 -16.620 -5.557 -0.413 0.039 -0.119
H -15.855 -24.794 -4.396 -0.092 0.835 0.144
C -20.825 -21.217 -5.274 1.796 -0.275 1.373
H -10.037 -16.107 -5.421 0.447 -0.541 0.147
H -14.686 -26.205 -10.875 0.614 -0.800 -0.360
N -19.129 -23.764 -8.017 -1.093 -0.860 1.287
C -10.366 -15.093 -5.501 -0.373 1.220 -1.162
H -21.029 -25.871 -6.179 0.072 -0.329 0.110
O -9.016 -22.815 -11.529 2.125 0.231 0.117
H -17.947 -30.034 -6.431 -0.297 0.513 -0.217
H -9.904 -21.548 -14.185 0.303 -0.120 0.476
H -9.208 -15.926 -7.685 0.357 0.191 0.769
C -15.721 -26.024 -10.660 -0.794 1.914 0.159
C -14.895 -15.917 -1.643 -1.267 -0.375 0.695
O -16.607 -20.596 -3.594 0.221 -0.595 -2.737
C -16.207 -21.820 -4.266 -0.565 0.771 0.091
H -14.039 -23.491 -7.038 -0.124 -0.156 0.718
C -17.995 -23.659 -12.118 -1.350 -0.073 -0.004
H -12.321 -28.813 -5.528 -0.047 0.454 -0.011
H -19.081 -23.174 -7.167 -0.418 0.688 -0.127
H -13.987 -17.590 -7.752 1.052 0.079 -0.372
H -14.015 -25.348 -2.959 -0.300 -0.108 0.518
H -11.178 -27.419 -7.315 -0.447 -0.089 -0.048
O -19.041 -15.576 -5.472 -0.484 -0.307 -0.220
H -13.543 -17.797 -9.399 0.120 -0.300 -0.840
O -18.412 -21.565 -9.862 -1.167 -2.587 1.743
H -18.258 -17.634 -9.309 0.074 -0.531 -0.780
H -17.312 -16.094 -3.621 -0.045 -0.764 -0.346
H -10.688 -17.276 -9.134 -0.684 0.172 0.084
H -11.231 -22.517 -14.575 -0.510 -0.433 -0.271
C -16.044 -24.705 -11.325 0.385 0.094 -0.819
H -11.607 -21.721 -2.193 0.075 -0.399 -0.523
H -11.236 -23.899 -6.237 -0.057 0.519 -0.161
C -20.323 -25.040 -6.203 -1.483 -0.124 1.347
H -17.229 -15.255 -8.351 -0.093 0.223 0.383
H -15.841 -27.126 -7.503 -0.298 -0.348 -0.569
H -12.980 -21.020 -4.372 -1.214 -0.553 0.483
C -19.607 -25.097 -7.495 1.388 -0.082 -0.669
H -16.134 -17.307 -8.253 0.740 0.544 -0.794
N -13.611 -25.209 -6.355 0.374 -0.633 -0.382
H -11.208 -18.489 -3.948 -0.874 0.065 -0.260
H -11.124 -19.407 -6.016 -0.572 0.176 -0.145
H -12.182 -23.814 -11.222 0.380 0.054 -0.708
C -13.272 -18.319 -3.751 -0.526 -1.074 1.020
H -20.527 -16.866 -8.712 -0.485 0.262 -0.657
H -18.097 -24.345 -12.969 0.227 0.133 0.078
H -20.788 -15.754 -7.333 0.054 -0.062 0.058
H -12.975 -27.497 -7.625 0.507 -0.286 0.189
H -11.172 -14.892 -4.816 -0.053 0.086 0.595
H -10.161 -25.153 -6.786 0.158 -0.200 0.102
C -16.001 -20.413 -2.381 -0.918 -1.853 2.122
C -19.744 -26.061 -4.085 -0.943 -0.176 -0.761
C -15.562 -25.627 -5.003 -1.367 -1.114 1.789
H -12.451 -16.694 -2.524 0.133 -0.289 0.129
C -16.520 -18.079 -6.373 -0.110 -0.104 -0.128
H -19.768 -15.953 -4.933 0.724 0.125 -0.544
O -14.463 -17.145 -2.151 1.049 -0.302 -0.111
C -12.462 -16.168 -8.484 1.115 -1.301 1.173
H -8.679 -19.739 -10.389 -0.286 -0.678 0.282
H -18.050 -20.732 -11.729 -0.005 -0.166 0.319
H -18.875 -20.042 -5.435 -0.329 -0.874 0.167
H -14.518 -27.650 -5.872 -0.768 -0.912 -0.526
H -8.114 -21.235 -9.603 0.560 -0.259 0.557
H -18.817 -22.925 -4.887 0.661 -0.721 0.289
C -11.359 -20.330 -10.209 0.701 -0.334 0.340
H -17.965 -17.758 -3.972 0.258 -0.176 0.321
H -20.619 -17.581 -7.144 -0.195 0.761 0.042
C -12.268 -25.623 -6.976 -0.770 0.461 1.466
H -13.994 -20.087 -8.038 0.151 1.072 0.005
C -12.099 -19.475 -5.485 1.684 -0.024 -1.209
C -13.360 -17.000 -3.053 -1.377 0.304 0.765
H -15.354 -23.920 -11.077 0.500 0.514 0.667
H -11.936 -13.115 -7.896 0.617 0.039 0.633
C -13.433 -25.209 -3.845 0.686 1.378 -1.207
C -14.948 -21.751 -8.801 -0.433 1.224 -2.596
N -9.967 -21.793 -11.545 -1.189 -0.462 -0.729
H -10.641 -24.361 -12.027 -0.850 0.310 0.169
H -13.426 -20.259 -10.976 0.812 -0.213 0.236
C -18.074 -20.515 -10.648 1.188 2.511 -0.910
O -19.421 -25.129 -5.096 -0.052 0.479 -1.043
H -13.171 -25.846 -8.852 0.031 0.813 -0.034
H -17.857 -28.230 -6.625 -0.252 -0.120 0.388
C -8.948 -20.574 -9.699 -1.554 1.121 -0.264
C -19.770 -21.776 -9.412 -0.285 -0.103 -1.075
H -13.181 -24.153 -4.024 -0.775 -0.042 0.324
N -15.961 -25.930 -9.231 0.528 -0.799 0.999
C -10.208 -21.342 -10.163 0.303 -0.047 0.219
H -20.503 -21.582 -10.219 0.457 0.161 -0.009
H -13.871 -15.486 -9.884 -0.443 0.028 -0.222
H -10.555 -14.363 -9.804 -0.224 0.348 0.054
C -11.051 -22.305 -12.486 0.270 -0.252 2.106
H -16.340 -19.047 -8.320 0.199 -0.195 -0.023
C -12.516 -20.909 -10.922 -1.807 -1.211 -1.976
H -19.855 -24.019 -9.874 -0.287 1.021 -0.022
C -18.138 -17.888 -8.271 -0.991 0.637 0.816
N -12.067 -18.387 -4.513 0.308 -0.311 -0.968
C -12.179 -27.146 -6.941 -0.131 -0.019 0.264
H -17.507 -22.744 -12.399 0.450 0.344 -0.288
O -13.673 -23.795 -6.170 -0.084 0.124 -1.090
H -12.359 -18.313 -8.133 -0.359 0.232 -0.206
H -11.752 -27.303 -4.833 0.773 0.154 0.516
H -20.076 -27.026 -4.511 0.303 0.230 0.083
C -22.180 -20.970 -7.279 0.590 -0.621 2.731
H -11.271 -23.098 -9.388 -0.827 -0.961 -0.766
O -15.201 -23.059 -8.524 -0.694 -2.604 0.832
C -12.111 -21.267 -12.432 -0.152 1.331 1.622
O -17.052 -29.358 -8.119 -0.660 0.328 -0.242
C -17.059 -16.813 -5.690 -0.222 0.250 -0.156
O -11.015 -20.950 -4.015 1.345 0.122 0.288
H -12.946 -21.503 -8.101 -0.877 0.233 0.582
C -11.091 -24.967 -6.256 -0.154 0.024 0.658
H -10.771 -12.655 -6.567 -0.681 -0.343 -0.143
H -20.555 -25.706 -3.447 0.085 0.124 0.167
C -17.149 -17.059 -4.150 -0.451 1.246 -1.474
O -17.364 -24.285 -11.031 -0.091 -0.467 0.077
H -15.885 -21.153 -8.848 0.394 -0.087 0.137
C -13.508 -15.184 -8.911 0.043 0.954 0.028
H -20.017 -21.054 -8.605 0.368 -0.835 -0.179
H -9.125 -14.110 -7.874 0.274 -0.312 0.096
C -9.749 -15.008 -7.908 -0.923 0.278 0.590
H -15.024 -27.841 -8.902 0.733 -0.056 -0.002
```
Forces are in eV/Å.

Löwdin atomic charge list, values in e, 4 entries: C -0.051; C -0.143; C -0.138; H 0.119